{"formula": "C48H114B2F8N7O18Ti", "method": "ωB97M-V with the def2-TZVPD basis set", "symbols": ["Ti", "C", "C", "C", "O", "C", "C", "C", "O", "O", "O", "H", "H", "C", "O", "C", "C", "N", "H", "H", "C", "C", "O", "C", "H", "H", "H", "H", "H", "H", "H", "H", "H", "H", "H", "H", "H", "H", "C", "O", "C", "C", "N", "H", "H", "C", "C", "O", "C", "H", "H", "H", "H", "H", "H", "H", "H", "H", "H", "H", "H", "H", "H", "C", "O", "C", "C", "N", "H", "H", "C", "C", "O", "C", "H", "H", "H", "H", "H", "H", "H", "H", "H", "H", "H", "H", "H", "H", "C", "O", "C", "C", "N", "H", "H", "C", "C", "O", "C", "H", "H", "H", "H", "H", "H", "H", "H", "H", "H", "H", "H", "H", "H", "C", "O", "C", "C", "N", "H", "H", "C", "C", "O", "C", "H", "H", "H", "H", "H", "H", "H", "H", "H", "H", "H", "H", "H", "H", "C", "O", "C", "C", "N", "H", "H", "C", "C", "O", "C", "H", "H", "H", "H", "H", "H", "H", "H", "H", "H", "H", "H", "H", "H", "C", "O", "C", "C", "N", "H", "H", "C", "C", "O", "C", "H", "H", "H", "H", "H", "H", "H", "H", "H", "H", "H", "H", "H", "H", "B", "F", "F", "F", "F", "B", "F", "F", "F", "F"], "coordinates": [[12.56472, 0.78677, 10.15094], [16.69388, 2.26061, 10.70584], [15.28391, 2.01093, 10.56793], [14.28199, 3.08290, 11.24576], [13.03222, 2.90926, 11.25771], [14.84278, 4.29416, 11.90146], [16.19637, 4.32862, 12.13570], [17.15600, 3.32504, 11.37677], [18.45002, 3.50431, 11.41484], [16.50599, 5.42602, 12.79243], [14.76261, 1.05766, 9.99534], [17.37264, 1.59780, 10.18974], [14.19238, 5.05564, 12.30584], [18.87395, 7.84766, 15.62429], [18.35390, 8.09139, 14.34851], [17.87895, 9.39882, 14.18861], [16.74239, 9.44176, 13.09946], [15.69537, 8.34062, 13.32221], [16.27483, 7.51640, 13.25170], [15.43269, 8.34876, 14.29742], [14.47543, 8.31823, 12.42551], [14.72845, 8.94816, 11.08769], [15.87999, 8.33822, 10.50358], [16.45766, 9.14558, 9.47556], [19.30219, 6.84534, 15.61575], [17.98815, 7.79984, 16.25767], [19.60064, 8.58841, 15.95789], [18.69668, 10.09938, 14.01942], [17.48533, 9.73411, 15.14816], [17.21405, 9.38665, 12.11834], [16.12615, 10.34010, 13.13591], [13.85120, 8.93453, 13.07251], [14.03861, 7.32110, 12.37058], [14.90757, 10.01169, 11.24553], [13.90975, 8.68306, 10.41869], [15.93731, 8.95670, 8.53660], [17.36208, 8.59914, 9.20811], [16.66824, 10.20520, 9.62034], [18.92978, 0.23505, 15.70309], [17.89806, 0.14671, 14.71265], [18.36013, 0.13781, 13.32818], [17.11268, -0.26982, 12.54692], [16.57531, -1.53194, 13.21982], [17.25091, -2.28066, 13.16425], [16.56883, -1.51362, 14.22964], [15.15807, -2.03287, 12.69941], [15.21278, -2.47487, 11.22013], [16.25736, -3.35636, 11.07049], [16.23599, -4.03083, 9.79022], [19.33853, 1.24423, 15.65231], [19.74364, -0.47981, 15.58185], [18.46853, 0.14463, 16.68654], [19.22111, -0.51330, 13.17690], [18.61307, 1.16665, 13.07206], [17.25517, -0.46503, 11.48405], [16.39486, 0.54792, 12.61123], [14.47320, -1.19413, 12.82421], [14.85822, -2.85517, 13.34904], [15.27576, -1.55515, 10.63853], [14.22754, -2.94075, 11.20120], [15.31606, -4.58995, 9.96116], [17.02466, -4.74984, 9.56859], [15.98298, -3.36002, 8.96918], [20.23896, 10.43356, 10.91923], [19.90912, 9.13046, 11.36258], [19.91970, 8.11893, 10.36401], [19.19524, 6.83047, 10.78264], [19.65005, 6.33150, 12.19984], [19.69178, 7.04944, 12.90901], [18.98560, 5.70990, 12.63828], [21.06594, 5.70907, 12.24272], [21.80136, 5.71007, 13.62243], [21.61372, 6.96872, 14.13550], [22.60706, 7.22364, 15.09886], [19.83775, 10.77531, 9.96512], [21.31290, 10.61953, 10.93199], [19.77109, 11.11480, 11.62994], [20.96572, 7.90389, 10.14559], [19.49142, 8.52731, 9.44863], [19.25651, 5.94586, 10.14875], [18.13560, 7.07026, 10.87073], [21.07020, 4.72546, 11.77303], [21.69084, 6.25539, 11.53622], [22.84446, 5.42283, 13.48996], [21.23092, 4.99927, 14.22031], [22.53043, 8.20480, 15.56742], [23.48107, 7.46029, 14.49205], [22.74663, 6.49898, 15.90103], [14.36959, 5.23602, 15.82166], [13.03415, 5.63597, 16.07379], [12.08403, 5.61664, 15.00528], [12.00266, 4.32624, 14.21548], [11.66092, 3.19010, 15.20888], [12.10870, 3.22921, 16.11334], [10.70259, 3.22838, 15.52550], [11.88309, 1.76166, 14.64969], [13.39844, 1.43955, 14.70048], [13.73861, 1.71828, 16.00756], [15.11300, 1.54343, 16.33254], [14.36310, 4.19596, 15.49559], [15.09292, 5.34778, 16.62937], [14.69118, 5.89619, 15.01614], [12.21870, 6.42403, 14.28548], [11.11291, 5.70816, 15.49174], [13.02731, 4.16997, 13.87818], [11.29978, 4.36628, 13.38335], [11.41462, 1.71043, 13.66683], [11.30193, 1.03597, 15.21866], [13.94772, 2.13998, 14.07137], [13.62589, 0.42973, 14.35897], [15.79701, 2.08755, 15.68126], [15.57047, 0.57372, 16.52868], [15.12960, 2.09762, 17.27099], [21.81676, 0.81617, 1.60403], [21.76473, 0.91544, 3.04024], [20.79531, 0.15353, 3.76908], [20.88952, 0.57607, 5.22201], [22.36337, 0.49706, 5.60998], [22.70530, -0.39710, 5.28800], [22.86165, 1.18843, 5.06791], [22.78969, 0.65205, 7.09223], [22.31927, 1.96619, 7.65521], [20.96200, 1.66125, 7.95669], [20.27458, 2.39387, 8.97341], [20.97280, 1.33850, 1.15347], [22.02240, -0.19163, 1.24324], [22.71991, 1.30659, 1.24084], [20.91947, -0.92292, 3.65102], [19.87009, 0.50398, 3.31164], [20.51652, -0.19454, 5.89665], [20.51256, 1.52558, 5.60204], [23.87485, 0.55217, 7.06858], [22.55847, -0.25717, 7.64716], [22.35810, 2.75921, 6.90841], [22.98224, 2.27812, 8.46223], [19.99410, 3.37225, 8.58329], [20.97224, 2.67713, 9.76153], [19.34555, 1.93067, 9.30576], [15.81749, 5.48701, 8.54159], [14.51415, 5.34929, 8.11167], [13.59830, 6.18639, 8.84849], [12.16237, 5.86711, 8.43028], [11.53554, 4.86501, 9.37199], [12.21034, 4.16470, 9.64458], [11.28063, 5.35415, 10.21808], [10.33340, 4.14299, 8.90511], [9.83068, 3.08575, 9.86032], [9.75098, 3.73366, 11.08423], [8.99803, 3.09581, 12.10465], [15.96852, 5.09708, 9.54820], [15.99571, 6.54377, 8.34261], [16.55582, 4.85886, 8.04321], [13.90805, 7.22290, 8.71513], [13.72148, 5.97801, 9.91127], [12.10830, 5.78737, 7.34455], [11.54330, 6.68686, 8.79478], [10.66333, 3.80255, 7.92360], [9.64835, 4.98534, 8.80895], [10.55297, 2.27153, 9.91896], [8.90968, 2.72808, 9.39995], [7.96507, 3.07297, 11.75740], [9.14930, 3.57345, 13.07267], [9.39865, 2.08889, 12.22175], [12.25343, -3.00094, 8.22940], [13.60172, -2.41721, 8.08359], [14.06880, -2.43049, 6.70627], [15.28271, -1.63471, 6.44962], [15.17750, -0.29020, 7.22856], [14.27239, 0.11379, 7.03449], [15.07862, -0.37407, 8.23021], [16.28809, 0.78791, 7.04498], [17.70280, 0.21213, 7.24668], [17.72867, -0.48044, 8.52567], [19.00001, -1.00696, 8.94730], [12.24025, -3.95726, 7.70654], [11.48878, -2.35398, 7.79943], [12.03453, -2.98125, 9.29701], [13.20362, -2.08023, 6.14334], [14.25275, -3.49151, 6.53749], [15.43857, -1.26937, 5.43457], [16.16779, -2.16749, 6.79730], [16.06844, 1.59256, 7.74669], [16.03686, 1.24110, 6.08601], [18.33720, 1.09429, 7.33287], [17.95779, -0.34238, 6.34357], [19.49717, -1.53397, 8.13293], [18.79261, -1.79357, 9.67278], [19.65948, -0.21266, 9.29699], [10.94467, 7.31648, 11.84498], [11.80818, 6.27065, 11.90575], [10.04670, 7.23567, 12.82830], [11.60234, 8.53240, 11.99158], [10.34372, 7.16286, 10.62947], [12.33975, 1.45169, 7.27867], [12.66883, 2.28109, 8.32135], [10.98903, 1.62905, 7.02330], [13.20279, 1.61833, 6.19351], [12.42555, 0.19884, 7.76976]], "atomic_forces_ev_per_a": [[1.16, 1.22, 0.23], [-3.71, -1.90, -1.45], [0.65, 5.80, 3.49], [3.93, 1.19, 0.49], [-2.31, -2.08, -1.16], [-1.11, -4.63, -1.90], [0.44, 1.93, -0.62], [2.28, 3.41, 2.71], [-0.53, 0.75, 0.40], [2.44, -0.74, -0.09], [-2.40, -4.22, -2.21], [0.20, -0.13, -0.02], [-0.13, -0.03, -0.04], [-0.67, -0.74, 0.53], [0.21, -0.11, -1.70], [-1.32, 0.25, 0.30], [0.10, 0.48, 0.78], [2.54, -0.16, -0.73], [-0.04, -1.63, -0.51], [-0.35, 0.20, 0.29], [-0.10, 0.52, 1.49], [0.47, -0.76, -0.27], [0.47, 1.12, 0.35], [0.36, -2.10, -1.13], [0.20, 0.18, -0.03], [0.29, 0.21, 0.78], [0.00, 0.03, -0.03], [-0.03, 0.09, -0.74], [-0.45, 0.02, 0.24], [-0.44, -0.53, 0.04], [0.62, 0.42, 0.22], [-0.91, 0.04, -0.91], [0.43, -0.06, 0.11], [-0.32, 0.18, -0.51], [-0.51, 0.80, 0.30], [-0.78, 0.72, -0.05], [0.52, 0.38, 0.41], [-0.33, -0.04, 0.59], [-0.23, 0.98, -0.28], [0.58, -0.92, -0.49], [-0.93, 0.71, 0.97], [0.15, -0.32, 0.90], [-1.53, -0.64, -1.03], [0.31, -0.59, -1.23], [-0.44, 1.38, 0.60], [1.81, 0.34, 0.11], [-0.59, 0.98, 2.29], [2.12, -0.11, -0.54], [-2.37, -0.33, 0.85], [0.31, 0.07, 0.05], [-0.17, -0.23, -0.12], [-0.06, -0.28, -0.16], [0.03, -0.23, 0.13], [0.21, 0.03, -0.38], [0.16, -0.18, 0.16], [-0.28, -0.33, 0.17], [0.07, 0.00, -0.09], [0.22, 0.03, 0.03], [-0.10, -0.17, -0.65], [-0.26, -0.16, -1.08], [-0.07, -0.74, -0.94], [0.37, 0.61, 0.58], [0.55, 0.29, -0.01], [-0.03, 0.77, 0.59], [-0.99, -0.77, -0.10], [1.16, -0.13, -0.01], [-0.36, 0.42, 2.00], [2.08, -0.15, -0.43], [-0.12, 1.38, -0.06], [-1.16, -1.16, -0.62], [0.62, 0.02, -1.05], [-2.68, -0.78, -1.77], [-0.31, 0.84, 0.99], [1.23, 1.93, -0.19], [-0.13, -0.72, -0.40], [0.10, -0.18, -0.07], [0.20, -0.01, 0.23], [0.24, -0.14, -0.23], [-0.24, -0.31, -0.14], [0.38, 0.29, -0.19], [-0.14, -0.26, 0.37], [-0.69, -0.25, 0.46], [-0.22, 0.64, 0.14], [0.02, -0.05, -0.04], [0.50, -0.49, 0.48], [-1.10, -0.02, 0.13], [0.85, -0.90, 0.36], [-0.08, -0.38, -0.39], [-0.51, 0.35, -1.63], [-0.64, -0.31, 1.16], [-0.41, -0.21, 0.31], [1.27, -0.12, 1.37], [-0.42, -1.43, -1.27], [1.27, 0.46, 0.17], [-0.78, 0.32, -0.52], [0.21, 0.19, -0.30], [-1.20, 1.12, -0.86], [0.80, -1.19, 0.85], [0.23, 1.78, 1.29], [0.49, -0.06, -0.15], [-0.79, 0.17, 0.52], [0.69, -0.39, -0.44], [0.07, 0.14, 0.08], [0.04, 0.70, 0.14], [-0.30, -0.74, -0.49], [0.06, -0.17, 0.21], [0.53, 0.34, -0.26], [0.19, 0.28, 0.60], [0.06, -0.01, -0.61], [-0.25, -0.25, 0.15], [-0.23, 0.04, -0.58], [-0.90, -0.59, -0.36], [0.54, -0.23, 0.23], [0.51, 0.06, 0.08], [1.03, -0.24, 0.57], [-0.08, 1.76, -1.53], [1.04, -1.05, 1.34], [0.00, 0.30, 0.97], [0.23, -0.38, -0.22], [0.27, 0.33, -0.43], [1.25, -0.38, -1.35], [-1.06, -0.87, -0.11], [-0.29, -0.21, 0.53], [0.69, 1.68, -0.40], [-0.20, -0.46, -0.05], [-0.86, -0.35, 0.20], [-0.03, 0.53, 0.57], [0.07, -0.13, -0.04], [-0.70, -0.65, 0.51], [-0.78, 0.03, -0.26], [-0.01, 0.04, -0.71], [0.22, 0.55, -0.32], [-0.98, 0.34, 0.03], [0.15, 0.16, -0.22], [-0.39, -0.11, 0.52], [-0.33, 0.15, -0.28], [-0.21, -0.64, 0.53], [0.49, -0.33, 0.08], [0.71, 0.23, 0.41], [-2.07, -0.94, -0.42], [0.75, -1.31, -0.14], [-0.08, 1.77, 1.63], [1.19, -1.44, -0.43], [0.69, -0.50, 0.38], [0.06, 0.51, 0.69], [0.46, 1.30, -1.32], [0.64, 0.79, -0.65], [-0.14, 0.76, 0.95], [0.44, -0.60, -0.92], [-0.28, 0.86, 0.68], [1.16, 0.17, 0.70], [-0.47, 0.01, -1.08], [-0.41, 0.28, -0.35], [0.00, -0.05, 0.32], [-0.48, -0.96, 0.26], [0.23, 0.83, -0.96], [-0.79, -0.54, 0.05], [-0.70, -0.48, -0.22], [0.04, -0.44, -0.03], [-0.37, -0.22, 0.47], [-0.21, -0.11, 0.62], [-0.27, 0.55, -0.35], [-0.26, -0.46, -0.01], [1.10, 1.04, -0.44], [0.14, 0.36, 0.01], [-2.71, -1.22, 1.11], [1.19, 2.26, 1.49], [1.35, 0.05, 0.06], [-0.41, 0.50, -0.80], [0.31, -0.75, 0.92], [-1.25, -0.83, 0.09], [-1.02, 0.82, 1.07], [-0.01, -0.10, -1.27], [-0.55, -0.06, -0.81], [-0.16, -0.23, 0.50], [0.17, 0.19, -0.40], [0.29, -0.62, -0.09], [0.19, -0.04, -0.60], [0.13, 0.01, -0.85], [-0.31, -0.65, -0.20], [0.12, 0.32, 0.06], [-0.08, -0.38, 0.47], [0.75, -0.24, -0.35], [0.33, 0.00, -0.26], [0.42, -0.71, 0.34], [0.09, 0.06, -0.33], [-0.02, 0.39, 0.34], [-0.05, -0.13, 0.25], [-0.55, 1.52, 0.04], [2.62, -2.16, 0.51], [-1.72, -0.51, 2.01], [0.94, 0.59, -0.45], [-0.91, 0.30, -2.17], [-1.82, 1.59, -1.82], [0.93, 1.43, 1.32], [-0.15, 0.53, -0.78], [0.01, -0.14, 0.14], [0.86, -3.33, 1.41]], "fmax_ev_per_a": 6.80, "total_charge": 3, "s2": 6.0269, "e_homo_ev": [-9.71, -11.66], "multiplicity": 5}